# 1
Entry from the OMol25 dataset: C5H6CuMgO4 as an isolated structure (wB97M-V/def2-TZVPD).

Structure (XYZ):
```
17
Properties=species:S:1:pos:R:3:lowdin_spin:R:1
O 1.9417 -1.2982 0.0978 0.010
C 1.2081 -0.3511 -0.0402 0.026
O 1.3101 0.8634 -0.0726 0.213
O -0.2328 -0.8346 -0.1681 0.009
C -1.1592 -0.0069 -0.3266 0.003
C -2.5519 -0.4377 -0.3994 0.000
Cu 4.3580 -2.0516 0.3872 0.013
H -0.8878 1.0563 -0.4173 0.003
H -2.6223 -1.5308 -0.4180 0.000
H -2.8745 -0.0549 -1.3912 0.000
Mg 2.5155 2.4693 0.1978 0.722
C -3.4204 0.2222 0.7010 0.000
C -3.1483 1.6984 0.8362 0.000
O -2.5297 2.1760 1.7555 0.001
H -3.2767 -0.2581 1.6765 0.000
H -3.5585 2.3487 0.0308 0.000
H -4.4822 0.1187 0.4222 0.000
```

- HOMO-LUMO gap (spin up / spin down): 5.4 / 6.8 eV
- ΔE to the lowest compared entry with this formula, charge and spin: 0.000 eV
- Spin multiplicity: 2
- Net charge: +2
- <S²>: 0.75
- F_max: 1.5 eV/A
- HOMO energy (spin up / spin down): -14.50 / -15.90 eV
- M: 218.0 g/mol

---

# 2
Entry from the OMol25 dataset: C7H10F5LuNOTe as an isolated structure (wB97M-V/def2-TZVPD).

Structure (XYZ):
```
26
Properties=species:S:1:pos:R:3:lowdin_charge:R:1
C -0.9523 0.8977 -1.6516 -0.263
C 0.4302 0.7272 -1.9502 -0.246
C 1.1741 1.7013 -1.1826 -0.226
C 0.2341 2.4678 -0.4251 -0.235
C -1.0868 1.9491 -0.7103 -0.235
Lu 0.0579 0.0758 0.3801 1.389
N -1.6268 -1.1171 0.2325 -0.336
C -0.3086 -2.5705 -0.3790 -0.279
C 1.0490 -2.1592 -0.6379 -0.273
H 2.2579 1.8905 -1.2177 0.095
H 0.8638 0.0656 -2.6929 0.085
H 0.4584 3.3163 0.2335 0.096
H -2.0155 2.3528 -0.2838 0.100
H -1.7756 0.3804 -2.1184 0.090
H 1.3897 -1.9435 -1.6920 0.017
H -0.8775 -3.0122 -1.2376 0.061
H -2.6165 -1.2509 0.4385 -0.098
H 1.8371 -2.1498 0.1537 0.011
H -0.5839 -3.0425 0.5671 0.038
F 0.3660 -1.1434 2.4229 -0.478
Te 0.5999 0.4381 3.6480 1.873
F 0.8222 1.8310 4.9843 -0.391
F 2.3380 -0.2178 3.6881 -0.371
F -1.3136 0.6789 3.4885 -0.403
F 0.0551 -0.8574 4.7838 -0.344
O 0.8030 1.2659 2.0446 -0.679
```

- HOMO-LUMO gap: 4.1 eV
- ΔE to the lowest compared entry with this formula, charge and spin: 0.000 eV
- Net charge: -1
- F_max: 4.2 eV/A
- HOMO energy: -2.86 eV
- M: 521.7 g/mol

---

# 3
Entry from the OMol25 dataset: a 10-piece molecular cluster, C24H52N4O28S6 overall (wB97M-V/def2-TZVPD).

Structure (XYZ):
```
114
Properties=species:S:1:pos:R:3:lowdin_charge:R:1
O 8.8651 3.4414 3.6125 -0.229
S 8.0135 2.4633 2.9921 0.727
O 8.5128 1.1251 2.8925 -0.224
O 6.6809 2.2892 3.9221 -0.215
C 5.7152 3.3186 3.6615 -0.152
C 5.7958 3.4896 2.1272 -0.242
O 7.0317 3.0971 1.7361 -0.190
H 4.7085 3.0956 4.0148 0.134
H 6.0146 4.2650 4.1119 0.123
H 5.4921 4.5068 1.8796 0.133
H 5.1851 2.7795 1.5697 0.131
O -3.3646 -6.9025 -5.7773 -0.243
S -2.1106 -7.3531 -5.1073 0.771
O -0.8185 -6.8736 -5.6266 -0.252
O -2.1591 -7.1300 -3.4973 -0.215
C -1.3438 -7.9730 -2.7639 -0.181
C -1.2269 -9.2411 -3.7292 -0.156
O -2.1225 -8.9948 -4.8089 -0.215
H -0.3685 -7.4999 -2.6492 0.122
H -1.6689 -8.1933 -1.7471 0.128
H -1.3612 -10.2037 -3.2358 0.132
H -0.2531 -9.0597 -4.1841 0.111
O -3.4867 -2.2490 -2.9846 -0.249
S -4.6244 -2.3386 -2.0551 0.777
O -5.8425 -3.1222 -2.3713 -0.257
O -4.1388 -2.7459 -0.5116 -0.199
C -4.3657 -1.6921 0.4062 -0.211
C -4.5364 -0.4428 -0.3947 -0.218
O -5.1864 -0.8466 -1.5650 -0.190
H -5.3716 -1.9391 0.7458 0.126
H -3.7645 -1.6175 1.3123 0.144
H -3.4755 -0.2609 -0.5666 0.126
H -5.0295 0.3507 0.1668 0.148
O -1.1474 5.6883 -6.0429 -0.238
S -2.5415 5.7097 -5.6452 0.712
O -3.5329 6.6090 -6.1802 -0.213
O -3.0384 4.2045 -5.8742 -0.209
C -2.6861 3.3109 -4.8228 -0.169
C -2.3710 4.1409 -3.5960 -0.188
O -2.7872 5.3898 -4.0312 -0.226
H -3.5224 2.6431 -4.6156 0.130
H -1.8657 2.6189 -5.0127 0.130
H -1.3126 4.2740 -3.3717 0.131
H -2.9517 3.9201 -2.7005 0.140
O -4.0150 5.5237 1.8497 -0.224
S -4.7616 6.6722 1.3979 0.707
O -5.6588 6.7324 0.2558 -0.235
O -5.4478 7.3634 2.7378 -0.223
C -5.6266 8.7371 2.6367 -0.192
C -4.3534 9.1792 1.8508 -0.117
O -3.7775 7.9636 1.2471 -0.221
H -6.5036 8.9091 2.0127 0.122
H -5.7830 9.1903 3.6156 0.135
H -3.5858 9.7030 2.4205 0.126
H -4.7359 9.8264 1.0616 0.121
O -0.0095 -6.4588 4.2841 -0.279
S 1.3349 -6.6262 3.6087 0.775
O 1.4478 -6.0116 2.2911 -0.251
O 2.6268 -6.3037 4.5893 -0.212
C 2.9498 -7.4468 5.3990 -0.168
C 2.8058 -8.5320 4.3980 -0.221
O 1.7855 -8.2292 3.4826 -0.193
H 3.9381 -7.3548 5.8495 0.140
H 2.2351 -7.4520 6.2219 0.132
H 2.4659 -9.4398 4.8965 0.137
H 3.7299 -8.7213 3.8518 0.137
C 5.4341 -2.2684 1.3085 -0.088
N 5.8264 -2.4157 2.6521 -0.011
C 5.1061 -2.1652 3.7313 -0.566
C 5.8185 -2.2582 5.1106 0.011
O 3.9458 -1.8690 3.5920 0.044
H 6.2380 -2.5708 0.6373 0.089
H 5.2017 -1.2415 1.0265 0.086
H 4.5542 -2.8666 1.0715 0.087
H 6.8042 -2.6230 2.7974 0.136
H 5.4915 -3.2117 5.5253 0.073
H 5.6049 -1.4593 5.8207 0.078
H 6.9078 -2.2842 5.0805 0.066
C 0.3502 0.7602 1.3019 -0.096
N 0.6295 -0.3418 0.4822 -0.001
C 0.5125 -0.3692 -0.8348 -0.599
C 0.8090 -1.6443 -1.5459 0.000
O 0.2166 0.6175 -1.4691 0.043
H 0.3359 0.3555 2.3139 0.087
H -0.6101 1.2519 1.1468 0.091
H 1.1612 1.4815 1.4028 0.083
H 0.9137 -1.1681 0.9887 0.145
H 0.4861 -2.5191 -0.9814 0.078
H 1.8750 -1.8424 -1.6573 0.082
H 0.3598 -1.6017 -2.5381 0.089
C 2.4645 0.9919 -7.0062 -0.063
N 2.7576 1.5673 -8.3259 -0.025
C 3.8300 1.2068 -9.1526 -0.472
C 3.9485 1.9782 -10.5214 -0.006
O 4.5897 0.2610 -8.8524 -0.004
H 3.2109 0.3342 -6.5607 0.086
H 1.4987 0.5124 -7.1655 0.080
H 2.3296 1.8843 -6.3951 0.076
H 2.0692 2.1641 -8.7620 0.119
H 4.7657 2.6976 -10.4687 0.072
H 3.1337 2.6744 -10.7201 0.060
H 4.1099 1.2609 -11.3261 0.077
C -6.9029 2.4337 5.0931 -0.065
N -5.6927 2.8341 5.7990 0.014
C -4.4839 2.3147 5.5960 -0.594
C -3.3024 2.8837 6.3683 -0.001
O -4.2045 1.4093 4.8540 0.042
H -7.2926 3.0759 4.3033 0.077
H -7.6981 2.3774 5.8366 0.080
H -6.8017 1.4930 4.5519 0.083
H -5.8116 3.5416 6.5099 0.133
H -2.3529 3.1018 5.8793 0.084
H -3.1146 2.1495 7.1517 0.086
H -3.7232 3.8299 6.7086 0.062
```

- HOMO-LUMO gap: 9.3 eV
- ΔE to the lowest compared entry with this formula, charge and spin: 7.362 eV
- Net charge: 0
- F_max: 5.5 eV/A
- HOMO energy: -9.14 eV
- M: 1037.1 g/mol

---

# 4
Entry from the OMol25 dataset: CH4Cl2N2OS2 as an isolated structure (wB97M-V/def2-TZVPD).

Structure (XYZ):
```
12
Properties=species:S:1:pos:R:3:lowdin_charge:R:1
C 0.0869 0.0200 -0.6742 -0.187
N -0.6274 -1.1659 -1.1011 -0.363
N -2.1485 2.4677 -3.3785 -0.947
O -2.0978 -1.1941 0.9905 -0.516
S -3.3242 0.3782 -1.0972 0.237
S -2.1303 -1.4488 -0.4298 0.629
Cl -0.6422 3.0757 -2.7826 0.418
Cl -2.3146 0.9147 -3.0385 0.470
H -0.1433 0.8482 -1.4273 0.007
H 0.1636 0.2669 0.3523 0.068
H 1.1842 -0.1404 -0.9934 0.111
H -0.3817 -1.2550 -2.0560 0.072
```

- HOMO-LUMO gap (spin up / spin down): 7.5 / 7.5 eV
- ΔE to the lowest compared entry with this formula, charge and spin: 4.117 eV
- Net charge: 0
- F_max: 4.6 eV/A
- HOMO energy (spin up / spin down): -9.10 / -9.10 eV
- M: 195.1 g/mol

---

# 5
Entry from the OMol25 dataset: the molecule C4H11N3O2 (wB97M-V/def2-TZVPD).

Structure (XYZ):
```
20
Properties=species:S:1:pos:R:3:lowdin_charge:R:1
C -2.6741 -0.4344 0.6605 -0.131
N -1.6059 -0.5176 -0.3165 -0.210
O -1.9326 0.3070 -1.4161 -0.097
C -0.1470 0.1809 0.4181 -0.335
N -0.1890 1.5791 0.3649 0.081
C 0.6369 -0.5046 -0.6049 -0.053
C 2.3172 -0.0387 -0.1971 -0.449
N 3.2562 -1.0077 -0.2843 0.143
O 2.6139 1.1290 -0.0310 0.013
H -2.8339 0.5871 1.0435 0.075
H -2.4338 -1.0971 1.4923 0.076
H -3.6061 -0.7778 0.2054 0.078
H -1.8861 1.2320 -1.0997 0.075
H -0.0782 -0.2601 1.4161 0.143
H -0.4667 2.0187 1.2322 0.095
H 0.6420 1.9872 -0.0514 0.082
H 0.5931 -1.5856 -0.5565 0.099
H 0.5464 -0.0674 -1.5942 0.112
H 4.2362 -0.7610 -0.2403 0.109
H 3.0115 -1.9689 -0.4408 0.093
```

- HOMO-LUMO gap: 9.4 eV
- ΔE to the lowest compared entry with this formula, charge and spin: 3.609 eV
- Net charge: 0
- F_max: 6.2 eV/A
- HOMO energy: -8.64 eV
- M: 133.2 g/mol

---

# 6
Entry from the OMol25 dataset: a 11-piece molecular cluster, C20H65N19O11 overall (wB97M-V/def2-TZVPD).

Structure (XYZ):
```
115
Properties=species:S:1:pos:R:3:lowdin_charge:R:1
C -0.9032 -1.7175 2.9420 -0.076
O -0.0076 -2.1251 1.9338 -0.252
C 0.4469 -3.4715 2.0032 -0.173
C 1.5160 -3.8172 0.9798 -0.378
C 2.9481 -3.2627 1.2339 -0.041
N 1.1338 -3.3555 -0.3594 0.033
H -0.5836 -2.1004 3.9145 0.097
H -1.9381 -1.9053 2.6480 0.090
H -0.9041 -0.6472 3.1551 0.075
H 0.7975 -3.6672 3.0181 0.130
H -0.3828 -4.1261 1.7178 0.114
H 1.5237 -4.8956 0.8150 0.138
H 3.6438 -3.7013 0.5222 0.076
H 3.2609 -3.4267 2.2669 0.078
H 2.9031 -2.1947 1.0315 0.043
H 1.0140 -2.3841 -0.6272 0.041
H 1.7210 -3.7026 -1.1078 0.078
C -0.9991 2.4717 3.2679 -0.101
O -0.3929 3.7254 3.5003 -0.243
C -0.5819 4.2504 4.8113 -0.177
C 0.1438 3.4011 5.8784 -0.450
C 0.0299 4.0358 7.2785 -0.065
N 1.5696 3.2229 5.6228 0.049
H -0.5237 1.6978 3.8691 0.079
H -0.8405 2.2603 2.2105 0.076
H -2.0792 2.5665 3.4152 0.084
H -0.1663 5.2600 4.7549 0.132
H -1.6522 4.4551 4.9375 0.123
H -0.3145 2.4112 5.9467 0.120
H 0.5309 3.4341 8.0280 0.078
H -1.0548 4.0923 7.4198 0.074
H 0.3448 5.0785 7.2183 0.077
H 2.0624 4.0943 5.8209 0.078
H 1.7381 3.2422 4.6112 0.053
C -6.1492 -4.1342 -4.7193 -0.082
O -5.7682 -2.8062 -4.3764 -0.183
C -4.5289 -2.6449 -3.7505 -0.221
C -4.0671 -1.2114 -3.9095 -0.397
C -3.4885 -0.9185 -5.3024 -0.064
N -3.0152 -0.7573 -2.9860 0.028
H -6.1278 -4.7715 -3.8263 0.080
H -5.4100 -4.5017 -5.4324 0.091
H -7.2010 -4.0508 -4.9759 0.091
H -4.4819 -2.9560 -2.7024 0.098
H -3.7753 -3.2764 -4.2471 0.123
H -4.9123 -0.5122 -3.8929 0.141
H -3.0688 0.0851 -5.3019 0.077
H -4.1978 -0.9834 -6.1316 0.077
H -2.7595 -1.6956 -5.5529 0.075
H -3.0579 0.2364 -2.7739 0.053
H -3.2482 -1.1171 -2.0477 0.048
N 6.8155 0.6956 -0.2349 0.180
C 5.9391 0.7301 0.7925 -0.655
N 6.4650 1.3956 1.8632 0.163
O 4.8268 0.1887 0.7772 -0.023
H 7.6626 1.2248 -0.1871 0.099
H 6.6500 0.0395 -0.9998 0.068
H 7.2534 2.0017 1.7701 0.099
H 5.8993 1.3540 2.6953 0.114
N 4.2581 -1.5110 -1.3440 0.171
C 5.2189 -1.7541 -2.2632 -0.657
N 4.7201 -2.2463 -3.4265 0.164
O 6.4232 -1.5359 -2.0741 -0.020
H 4.4369 -0.8674 -0.5622 0.051
H 3.3134 -1.8140 -1.5098 0.056
H 5.2528 -2.3671 -4.2648 0.102
H 3.7153 -2.2529 -3.4662 0.050
N -3.3106 0.9316 0.8482 0.177
C -3.2964 1.8597 -0.1488 -0.640
N -3.8376 3.0560 0.2172 0.175
O -2.9262 1.5977 -1.2957 -0.013
H -3.0486 -0.0178 0.6228 0.061
H -3.6625 1.2280 1.7340 0.087
H -4.3241 3.0862 1.0867 0.094
H -3.9087 3.6505 -0.5958 0.120
N 3.6173 2.9297 0.6217 0.172
C 2.9724 3.5114 1.6604 -0.680
N 1.6371 3.4863 1.5455 0.172
O 3.5467 3.9489 2.6695 -0.018
H 4.6077 2.7875 0.6161 0.074
H 3.1090 2.4967 -0.1309 0.076
H 1.1044 3.9946 2.2381 0.085
H 1.2064 2.9822 0.7709 0.052
N -4.3046 -3.9579 -0.3601 0.170
C -3.1814 -3.2438 -0.3577 -0.670
N -2.0292 -3.9152 -0.5820 0.185
O -3.1720 -2.0016 -0.2107 -0.035
H -4.3104 -4.9577 -0.2830 0.110
H -5.1673 -3.4416 -0.3345 0.121
H -2.0397 -4.9187 -0.6364 0.107
H -1.1289 -3.4553 -0.5693 0.053
N -0.6155 3.3472 -2.2699 0.158
C -0.3376 4.6525 -2.0149 -0.690
N 0.8648 4.8260 -1.4021 0.160
O -1.0975 5.5930 -2.2428 -0.005
H -1.5876 3.1230 -2.4055 0.072
H 0.0035 2.6113 -1.9666 0.048
H 0.9626 5.7723 -1.0711 0.106
H 1.4357 4.0803 -1.0625 0.054
N 1.5741 0.0163 0.9507 0.205
C 0.7722 0.5447 -0.0197 -0.612
N -0.2807 -0.2449 -0.3429 0.205
O 0.9767 1.6392 -0.5595 -0.033
H 2.5259 0.3625 0.9802 0.079
H 1.2810 -0.8309 1.4289 0.066
H -0.9985 0.2111 -0.8935 0.079
H -0.5292 -1.0645 0.1863 0.063
N -0.1546 -0.4991 -3.7154 0.176
C 0.4491 -1.6257 -3.2861 -0.680
N -0.4273 -2.6416 -3.1396 0.168
O 1.6771 -1.7767 -3.2020 -0.018
H -1.1532 -0.4126 -3.5369 0.046
H 0.4421 0.2792 -3.9386 0.112
H -0.1028 -3.5004 -2.7268 0.081
H -1.4294 -2.5641 -3.1913 0.067
```

- HOMO-LUMO gap: 8.7 eV
- ΔE to the lowest compared entry with this formula, charge and spin: 0.000 eV
- Net charge: 0
- F_max: 2.6 eV/A
- HOMO energy: -8.85 eV
- M: 747.9 g/mol

---

Which of these has the highest M?
C24H52N4O28S6

---

Among the records above, which one has the highest M?
C24H52N4O28S6